No. 1
A structure of composition C23H18Cl3F6N3OS5SbSeTeZr in a non-equilibrium geometry. Source: the Open Molecules 2025 dataset; level of theory: the ωB97M-V functional and the def2-TZVPD basis.

Output
⟨S²⟩: 0.758
Energy above the lowest of the compared OMol25 structures with the same formula, charge and spin in kcal/mol: 27.4
2S+1: 2
Highest occupied orbital energy (spin up / spin down) in Ha: -0.2914 / -0.3168

Each line ends with the Mulliken charge.
Cartesian coordinates (Å):
Zr: 0.73049 -1.03609 -3.19195  1.431
S: -4.07384 -1.05691 -3.73550  -0.176
S: -3.85521 0.09911 -5.45235  -0.081
S: -1.93951 -0.39126 -5.97330  0.043
S: -0.86025 0.76856 -4.71949  0.043
Se: 0.58668 1.36491 -1.88874  -0.085
C: 2.40541 1.49642 -1.64764  0.391
N: 3.54868 1.57960 -1.50142  -0.665
F: -0.90454 -2.02212 -3.52105  -0.584
Sb: 2.84461 -2.45291 -4.67391  1.440
F: 1.05453 -1.82041 -5.36889  -0.520
F: 2.10745 -0.04575 -4.25174  -0.545
F: 2.57583 -3.88472 -5.83644  -0.515
F: 2.42030 -1.56145 -2.27769  -0.500
F: 1.43056 -3.31390 -3.56284  -0.473
Cl: 6.21850 -3.23463 1.16813  -0.226
C: 4.71156 -2.56415 1.71191  0.391
C: 4.17966 -1.45747 1.07646  -1.014
C: 2.97579 -0.93543 1.52568  0.078
C: 2.28918 -1.50377 2.59380  -0.292
C: 0.95695 -0.95232 3.04976  -0.592
C: -0.19755 -1.84149 2.57169  -1.185
N: -0.13180 -2.10798 1.13822  0.359
C: -0.09479 -3.34644 0.52752  -0.681
C: 0.01669 -3.10236 -0.80225  -1.080
N: 0.03375 -1.73109 -1.01329  0.777
C: -0.03628 -1.17896 0.17559  -0.591
O: 0.81258 0.36172 2.56533  0.060
C: -0.08280 1.18875 3.30606  -0.854
C: 0.17206 2.60059 2.90005  -0.370
C: 0.70561 3.56369 3.69583  0.590
Cl: 1.14550 3.41113 5.34879  -0.230
S: 0.91255 5.05627 2.87938  -0.223
C: 0.28565 4.39521 1.42847  -0.650
C: -0.06823 3.09536 1.57959  0.185
C: 2.86331 -2.61470 3.21217  0.704
Cl: 2.08271 -3.38512 4.57478  -0.217
C: 4.06894 -3.14653 2.78875  -0.788
H: 4.68685 -0.99811 0.23884  0.513
H: 2.57372 -0.05035 1.04548  0.396
H: 0.93153 -0.96762 4.14221  0.808
H: -1.15154 -1.37028 2.80240  0.285
H: -0.14387 -2.78583 3.10082  0.573
H: -0.16554 -4.26854 1.08439  0.452
H: 0.04619 -3.80522 -1.61617  0.591
H: -0.03752 -0.12348 0.38023  0.632
H: 0.07967 1.05850 4.37592  0.533
H: -1.11874 0.92138 3.07645  0.254
H: 0.22871 5.00994 0.53941  0.452
H: -0.48033 2.48571 0.77980  0.282
H: 4.50128 -3.99871 3.29657  0.446
Te: -2.49291 -0.13910 -2.22141  0.498
C: -3.66252 1.52796 -1.60582  0.597
C: -5.04832 1.49228 -1.57898  -0.379
C: -5.75496 2.57989 -1.08057  -0.638
C: -5.08054 3.69610 -0.59935  -0.484
C: -3.69477 3.73914 -0.65073  -0.772
C: -2.98571 2.65946 -1.16519  -0.221
H: -5.57872 0.62515 -1.94993  0.385
H: -6.83894 2.55506 -1.06912  0.373
H: -5.63506 4.53136 -0.18593  0.375
H: -3.16371 4.61770 -0.30177  0.395
H: -1.90496 2.71426 -1.23703  0.299

***

No. 2
A structure of composition C23H18ClN2O2STi in a non-equilibrium geometry. Source: the Open Molecules 2025 dataset; level of theory: the ωB97M-V functional and the def2-TZVPD basis.

Output
⟨S²⟩: 0.754
Energy above the lowest of the compared OMol25 structures with the same formula, charge and spin in kcal/mol: 0.0
2S+1: 2
Total charge: +2
Highest occupied orbital energy (spin up / spin down) in Ha: -0.5152 / -0.5175

Each line ends with the Mulliken charge.
Cartesian coordinates (Å):
Ti: 0.24611 -0.25069 0.10522  0.892
Cl: 5.23261 4.55087 -1.75271  -0.160
C: 4.03667 3.53855 -1.03602  -0.014
C: 3.99540 3.38994 0.35269  -0.433
C: 3.04959 2.58398 0.95888  -0.663
C: 2.14525 1.89632 0.16993  0.718
O: 1.19617 1.11541 0.76694  -0.713
C: 2.15412 2.05618 -1.22706  0.182
C: 1.12446 1.52750 -2.08015  0.370
N: 0.24019 0.67404 -1.68711  0.242
C: -0.96898 0.33325 -2.39267  0.140
C: -1.17967 0.41806 -3.73223  -0.599
C: -2.44949 0.11170 -4.28541  -1.087
C: -3.48568 -0.25513 -3.48100  -0.880
C: -3.29159 -0.35604 -2.07768  0.843
C: -4.32999 -0.68224 -1.17407  -0.570
C: -4.08850 -0.72856 0.16929  -0.888
C: -2.78706 -0.47635 0.62610  -0.274
N: -1.78573 -0.18104 -0.18292  0.099
C: -2.02755 -0.09605 -1.54282  0.745
C: 3.11451 2.89860 -1.82205  -0.996
H: 4.71295 3.93144 0.95588  0.442
H: 3.01084 2.48565 2.03425  0.480
H: 1.07086 1.92505 -3.09387  0.344
H: -0.38140 0.73412 -4.39421  0.413
H: -2.59163 0.19691 -5.35389  0.457
H: -4.46378 -0.45819 -3.89846  0.483
H: -5.32380 -0.88148 -1.55911  0.500
H: -4.86770 -0.95811 0.88124  0.447
H: -2.55444 -0.52432 1.68318  0.532
H: 3.12085 3.04512 -2.89515  0.445
C: 1.85688 -3.97699 1.38431  -1.008
S: 0.27332 -3.23680 1.06248  0.457
O: 0.48327 -1.71453 1.40070  -0.432
C: 0.17953 -3.17553 -0.69512  0.740
C: 1.14349 -2.46295 -1.41303  -0.251
C: 1.06069 -2.43194 -2.79572  -0.874
C: 0.01873 -3.08690 -3.44279  -0.550
C: -0.94103 -3.77791 -2.71614  -0.661
C: -0.86731 -3.83030 -1.32977  -0.590
H: 2.52932 -3.84327 0.54209  0.327
H: 1.67792 -5.03258 1.58725  0.416
H: 2.22683 -3.48031 2.28180  0.417
H: 2.01819 -2.04461 -0.92448  0.591
H: 1.81962 -1.91288 -3.36696  0.465
H: -0.03319 -3.07391 -4.52373  0.479
H: -1.74343 -4.29036 -3.23029  0.477
H: -1.60636 -4.37881 -0.75873  0.502

***

No. 3
A structure of composition C23H18F18N2O3PSr in a non-equilibrium geometry. Source: the Open Molecules 2025 dataset; level of theory: the ωB97M-V functional and the def2-TZVPD basis.

Output
⟨S²⟩: 0.754
Energy above the lowest of the compared OMol25 structures with the same formula, charge and spin in kcal/mol: 0.0
2S+1: 2
Total charge: -2
Highest occupied orbital energy (spin up / spin down) in Ha: -0.0475 / -0.0475

Each line ends with the Mulliken charge.
Cartesian coordinates (Å):
Sr: 0.04161 0.19824 -0.45823  3.693
C: 4.56210 1.38945 5.42717  -1.558
C: 3.47378 0.90065 4.50315  0.397
C: 2.33725 0.25848 4.97598  -1.193
C: 1.32625 -0.11474 4.11697  -0.655
C: 1.34982 0.16912 2.72295  -0.211
N: 0.28271 -0.08360 1.91365  1.727
C: -0.96011 -0.29800 2.45115  -0.129
C: -1.44892 0.49328 3.52043  0.338
C: -2.69427 0.30658 4.08395  -1.592
C: -3.55528 -0.66723 3.58894  0.380
C: -4.91112 -0.92220 4.20369  -1.551
C: -3.11452 -1.42416 2.50580  -0.508
C: -1.86009 -1.26967 1.92634  -0.911
C: -1.40341 -2.23475 0.79853  2.140
O: -0.59006 -1.76507 -0.14109  -1.695
C: -2.64765 -2.83746 0.02375  0.354
F: -2.24519 -3.44773 -1.10381  -0.282
F: -3.41993 -3.76532 0.66860  -0.289
F: -3.49841 -1.85457 -0.35063  -0.233
C: -0.72694 -3.43639 1.56459  0.182
F: -1.55878 -4.06710 2.45004  -0.316
F: -0.28370 -4.39181 0.72137  -0.295
F: 0.32678 -3.02572 2.28292  -0.208
C: 2.60975 0.63964 2.22527  -0.807
C: 3.60059 1.01713 3.12315  -0.492
C: 2.92824 0.54610 0.71300  1.227
O: 1.95011 0.85580 -0.13729  -1.828
C: 3.40765 -0.94293 0.50857  0.323
F: 3.87531 -1.16403 -0.74470  -0.315
F: 2.40262 -1.80636 0.69802  -0.066
F: 4.40812 -1.31519 1.35676  -0.334
C: 4.15553 1.44494 0.30293  0.298
F: 5.39298 1.05929 0.75080  -0.281
F: 3.98245 2.71361 0.74105  -0.260
F: 4.26922 1.50935 -1.03099  -0.231
H: 4.31918 1.15556 6.46576  0.379
H: 4.69314 2.47241 5.34434  0.277
H: 5.52490 0.92563 5.19123  0.318
H: 2.24648 0.02999 6.03550  0.250
H: 0.47698 -0.65858 4.50699  0.429
H: -0.80123 1.27183 3.90205  0.643
H: -3.00908 0.92645 4.92051  0.197
H: -5.05695 -0.29166 5.08274  0.425
H: -5.00756 -1.96587 4.51340  0.325
H: -5.71952 -0.71402 3.49663  0.278
H: -3.78742 -2.18653 2.13761  0.552
H: 4.54577 1.39029 2.75535  0.403
N: -3.43095 2.12722 1.53876  -0.358
C: -2.37193 2.17101 0.68445  0.350
O: -1.99818 1.16230 0.11269  -0.646
C: -1.69069 3.52217 0.51815  -0.210
C: -0.54737 3.48520 1.48222  -1.069
H: -3.68382 1.19257 1.83743  0.247
H: -3.51778 2.84956 2.23137  0.259
H: -2.39710 4.32430 0.73605  0.432
H: -1.32837 3.59877 -0.50743  -0.093
H: -0.72051 3.69701 2.52869  0.335
H: 0.36608 2.97561 1.19911  0.568
F: -0.61723 1.53099 -2.14226  -0.571
P: 0.37495 2.44876 -3.09949  1.315
F: -0.36889 1.81691 -4.39900  -0.409
F: 1.31508 3.34070 -4.06302  -0.383
F: 1.04271 3.08798 -1.79195  -0.316
F: 1.43157 1.24407 -3.11655  -0.323
F: -0.75276 3.62985 -3.06536  -0.421

***

No. 4
A cluster of 2 separate species, C23H18F2N in total in a non-equilibrium geometry. Source: the Open Molecules 2025 dataset; level of theory: the ωB97M-V functional and the def2-TZVPD basis.

Output
Energy above the lowest of the compared OMol25 structures with the same formula, charge and spin in kcal/mol: 9.1
Total charge: +1
Highest occupied orbital energy in Ha: -0.3882

Each line ends with the Mulliken charge.
Cartesian coordinates (Å):
F: -3.87383 3.01597 2.04511  -0.293
C: -3.92722 1.64577 2.17961  0.135
C: -5.17597 1.02581 2.18757  -0.489
C: -5.21086 -0.37459 2.30440  -0.494
C: -4.04132 -1.10345 2.46057  -0.601
C: -2.76328 -0.46925 2.47880  0.938
C: -1.58715 -1.24192 2.70697  -0.799
C: -0.27580 -0.81836 2.47432  0.134
C: 0.09726 0.17575 1.59460  -0.944
C: 1.35922 0.84399 1.47810  0.712
C: 2.25398 0.88364 2.57373  -0.254
C: 3.45987 1.55162 2.43050  0.294
F: 4.32006 1.58199 3.50590  -0.283
C: 3.83550 2.19968 1.25390  -0.505
C: 2.93969 2.17801 0.17197  -0.517
C: 1.72098 1.52168 0.27856  -0.673
C: -2.73195 0.94679 2.30724  -0.549
H: -6.08266 1.61874 2.10440  0.461
H: -6.17280 -0.88661 2.27389  0.394
H: -4.07501 -2.18876 2.56610  0.410
H: -1.72602 -2.24853 3.10524  0.436
H: 0.52571 -1.39252 2.93990  0.480
H: -0.62958 0.46279 0.82486  0.644
H: 1.97206 0.40757 3.51357  0.271
H: 4.79420 2.70845 1.19091  0.462
H: 3.20966 2.67885 -0.75846  0.394
H: 1.02263 1.50561 -0.56028  0.402
H: -1.78177 1.47959 2.29663  0.684
C: 1.71139 -1.88663 4.77858  -0.812
C: 1.86032 -0.90120 5.75119  -0.765
N: 1.02784 -1.19662 6.80854  0.027
C: 0.37243 -2.39850 6.57259  -0.372
C: 0.82423 -2.88793 5.31085  1.157
C: 0.37412 -4.13868 4.87838  -0.492
C: -0.57573 -4.82235 5.64936  -0.513
C: -1.06745 -4.28458 6.85434  -0.483
C: -0.57953 -3.06023 7.33851  -0.813
H: 2.28519 -2.00422 3.86724  0.896
H: 2.52145 -0.04257 5.77873  0.534
H: 0.91609 -0.64515 7.65235  0.215
H: 0.77445 -4.54697 3.94881  0.404
H: -0.95318 -5.78970 5.31223  0.392
H: -1.82684 -4.82920 7.41882  0.397
H: -0.92756 -2.61466 8.27137  0.377

***

No. 5
A structure of composition C23H18F5FeN8O4P in a non-equilibrium geometry. Source: the Open Molecules 2025 dataset; level of theory: the ωB97M-V functional and the def2-TZVPD basis.

Output
Energy above the lowest of the compared OMol25 structures with the same formula, charge and spin in kcal/mol: 0.0
Highest occupied orbital energy in Ha: -0.2855

Each line ends with the Mulliken charge.
Cartesian coordinates (Å):
Fe: 0.37460 -0.01659 0.49794  0.063
C: -3.76858 -3.22463 -1.19329  -0.829
N: -2.55153 -2.87139 -0.48573  0.219
C: -1.83404 -3.69351 0.33975  -0.828
C: -0.78695 -2.95368 0.80721  -0.421
N: -0.85234 -1.69799 0.28333  0.370
C: -1.92450 -1.66544 -0.49003  -0.058
P: -2.46435 -0.21078 -1.43720  -0.406
C: -0.84547 0.13064 -2.18479  0.081
N: 0.28631 0.17664 -1.50361  0.545
C: 1.26930 0.48658 -2.39528  -0.939
C: 0.72296 0.62684 -3.63717  -0.712
N: -0.61759 0.39883 -3.49799  0.162
C: -1.61249 0.48614 -4.55112  -0.870
C: -2.33671 0.97235 -0.06225  0.078
N: -1.29302 1.03633 0.74153  0.559
C: -1.56291 1.97928 1.68299  -0.923
C: -2.79770 2.50784 1.43239  -0.525
N: -3.28155 1.86663 0.32511  0.157
C: -4.56727 2.10184 -0.30498  -0.841
H: -4.08641 -4.20923 -0.86178  0.324
H: -3.59931 -3.25133 -2.26901  0.301
H: -4.55790 -2.50875 -0.97279  0.322
H: -2.13283 -4.70950 0.52996  0.428
H: -0.01153 -3.24718 1.49428  0.481
H: 2.28484 0.65281 -2.07635  0.678
H: 1.16002 0.88025 -4.58717  0.451
H: -1.11712 0.79152 -5.46852  0.332
H: -2.36987 1.22595 -4.29832  0.327
H: -2.09147 -0.47861 -4.71178  0.323
H: -0.85717 2.20401 2.46351  0.562
H: -3.36543 3.27030 1.93612  0.455
H: -5.08812 2.87388 0.25441  0.329
H: -5.17128 1.19570 -0.29895  0.317
H: -4.43636 2.44104 -1.33143  0.312
O: 3.39316 -2.98838 4.27306  -0.579
C: 4.05512 -3.03082 3.13179  0.329
O: 5.11598 -3.59414 3.00154  -0.640
C: 3.40804 -2.36097 1.97418  0.617
C: 3.94029 -2.34644 0.70757  -0.476
N: 3.07433 -1.67653 -0.07405  -0.569
N: 1.99069 -1.28428 0.60607  0.207
C: 2.18695 -1.67095 1.85652  -0.569
C: 1.20844 -1.20737 2.88301  0.961
O: 1.31176 -1.66181 4.03183  -0.886
O: 0.38904 -0.34182 2.45887  -0.411
H: 2.54339 -2.46379 4.18634  0.420
H: 4.85588 -2.77333 0.33627  0.554
H: 3.10745 -1.55511 -1.07135  0.201
F: -0.00409 2.84104 -0.92587  -0.462
C: 1.08702 2.85539 -0.10156  1.081
C: 1.46275 1.71419 0.59494  0.013
C: 2.59806 1.91826 1.36816  0.139
F: 3.12215 0.90888 2.10243  -0.255
C: 3.28880 3.11652 1.46808  -0.247
F: 4.37658 3.22649 2.24220  -0.314
C: 2.85099 4.21416 0.75252  0.882
F: 3.49929 5.38285 0.82766  -0.332
C: 1.73264 4.07951 -0.04558  -0.166
F: 1.28907 5.13165 -0.75362  -0.322